112
Properties=species:S:1:pos:R:3 method="wB97M-V/def2-TZVPD" multiplicity=1 gap_ev=9.18 energy_ha=-2866.8415 largest_force_ev_per_a=8.02 e_above_lowest_kcal_mol=95.0
O 0.84 -3.55 -0.02
O -2.97 0.85 0.07
O 1.30 0.30 4.61
O 2.94 3.67 -0.98
O -0.26 1.47 -4.86
O 5.13 -1.87 3.77
O -4.02 -0.39 -2.97
O -0.91 5.25 1.14
O -0.50 -1.57 -2.96
O -1.38 2.57 2.46
O -3.53 -2.83 3.16
O 5.30 -0.67 -4.34
O 1.66 -0.77 -0.13
N 4.63 -2.16 1.63
N -1.36 3.04 -3.66
N 0.00 -2.87 -4.75
N 0.74 0.57 1.48
N 1.91 2.01 -2.02
N 0.12 -3.66 -2.75
N -3.52 -2.36 -2.10
N -5.62 -1.80 -2.11
N 3.35 -0.93 2.62
N -0.51 -0.44 -0.12
N -2.39 4.19 3.59
N -1.09 1.00 -2.88
N -2.79 -0.92 2.24
N 1.27 2.48 4.80
N -3.81 1.97 -1.60
N -0.33 3.55 -0.07
N -2.02 2.35 4.61
N 3.39 1.50 -0.61
N 0.69 5.38 -0.42
N -4.29 -2.16 1.26
N -3.57 2.95 0.38
N 2.48 1.21 6.17
C -0.30 4.81 0.17
C -1.08 -4.71 0.49
C -0.09 -2.59 -3.47
C 0.45 -3.74 2.39
C -1.86 3.02 3.49
C -0.15 -3.60 0.98
C 2.94 -0.74 -3.55
C 1.71 1.30 5.14
C 4.38 -1.75 2.79
C -3.47 -2.01 2.27
C 4.76 -1.52 -2.10
C 0.67 -0.14 0.35
C 4.39 -0.58 -3.25
C -4.40 -1.46 -2.49
C 2.76 2.50 -1.19
C -3.41 1.87 -0.35
C -0.91 1.82 -3.91
H -0.66 -2.63 0.94
H -1.30 0.12 0.16
H 5.54 -2.59 1.54
H -1.58 1.40 -2.10
H 2.93 1.91 6.74
H -4.29 2.78 -1.95
H -3.70 -3.26 -1.70
H 0.22 -4.52 -3.27
H -2.73 -0.40 1.37
H -4.03 -1.75 0.38
H -3.15 2.86 1.30
H 2.82 0.66 -0.54
H 2.35 -1.01 -2.68
H -0.32 -2.18 -5.41
H 0.53 2.48 4.11
H -1.92 -4.75 1.18
H 2.53 0.20 -3.92
H 4.12 -1.19 -1.28
H -3.79 3.80 -0.10
H -2.58 -2.24 -2.46
H -3.94 1.07 -2.06
H 0.08 3.09 -0.88
H -2.58 4.80 2.81
H 2.95 0.33 6.30
H -4.84 -3.00 1.33
H -1.26 3.83 -4.27
H -2.67 4.25 4.56
H -1.55 -4.27 -0.38
H 4.29 -1.63 0.85
H -6.32 -1.08 -2.22
H -0.83 0.05 -3.12
H -2.66 2.56 5.35
H 1.43 -2.84 0.24
H 2.91 -0.62 3.47
H 4.82 -0.40 -5.13
H 0.44 -3.70 -5.13
H 4.58 0.46 -2.97
H -0.64 3.06 0.75
H 1.56 0.48 2.06
H -2.18 -0.73 3.01
H 0.18 -3.54 -1.74
H 1.12 -2.89 2.56
H 0.08 1.26 1.80
H 1.47 2.61 -2.69
H -1.55 1.48 4.78
H 2.75 -1.50 -4.31
H 4.43 -2.53 -2.35
H -0.35 -3.70 3.13
H 2.74 -1.16 1.85
H 0.99 -4.68 2.51
H 3.83 1.73 0.27
H 5.82 -1.45 -1.84
H 2.01 1.02 -2.17
H -0.86 -5.77 0.37
H -0.63 -1.08 -0.89
H 1.52 3.36 5.23
H 0.80 6.37 -0.26
H -1.81 3.14 -2.76
H 1.41 4.84 -0.87
H -5.82 -2.75 -1.86

13
Properties=species:S:1:pos:R:3 method="wB97M-V/def2-TZVPD" multiplicity=3 gap_ev="5.64 / 6.09" energy_ha=-985.8670 total_charge=+1 largest_force_ev_per_a=6.81 e_above_lowest_kcal_mol=14.5
S -1.47 0.88 -0.24
S -3.04 -0.20 0.42
N 1.50 1.14 0.50
N 0.62 -0.87 0.15
C -0.36 -0.47 -0.84
C 1.44 -0.11 0.76
H 0.95 1.58 -0.37
H 0.53 -1.79 0.59
H 0.19 -0.15 -1.63
H -0.94 -1.29 -1.13
H -3.66 -0.06 -0.68
H 2.17 1.79 0.93
H 2.07 -0.44 1.53

38
Properties=species:S:1:pos:R:3 method="wB97M-V/def2-TZVPD" multiplicity=1 gap_ev=9.43 energy_ha=-826.3361 largest_force_ev_per_a=0.97 smiles="Cc1occc1C(=O)NCCCCc1ccccc1" e_above_lowest_kcal_mol=12.7
O -1.35 2.34 0.74
O 1.80 2.24 4.02
N -1.42 0.40 1.89
C -0.88 1.61 1.59
C -0.66 -2.05 -1.71
C -1.09 -0.89 -0.81
C -2.08 -1.33 0.26
C -2.52 -0.17 1.15
C 0.31 1.97 2.39
C -0.12 -1.16 -4.00
C 2.58 -1.04 -3.39
C 0.32 -1.58 -2.75
C 1.36 2.81 1.92
C 2.23 2.93 2.94
C 1.67 -1.51 -2.45
C 2.13 -0.63 -4.64
C -0.07 0.86 4.73
C 0.63 1.65 3.68
C 0.78 -0.69 -4.94
H -1.17 -1.20 -4.24
H -1.14 0.93 4.60
H -0.21 -2.83 -1.10
H -1.63 -2.11 0.88
H 0.43 -0.37 -5.90
H 0.23 -0.19 4.70
H -1.54 -0.10 -1.42
H 1.42 3.25 0.94
H -3.29 -0.50 1.85
H 0.20 1.25 5.71
H 2.03 -1.84 -1.48
H -0.91 -0.22 2.51
H 3.63 -1.00 -3.15
H -2.92 0.64 0.54
H -1.54 -2.47 -2.20
H 3.16 3.46 3.05
H -0.21 -0.46 -0.34
H -2.97 -1.76 -0.21
H 2.84 -0.26 -5.37